Record 1
The following is a quantum chemistry calculation of a structure of composition C22H30F2N3Ru, from OMol25.

```
58
C22H30F2N3Ru (the ωB97M-V functional and the def2-TZVPD basis)
Ru 0.43345 0.52671 -1.07349
C -1.66752 0.02146 -0.64200
C -0.77955 -0.88650 0.03786
C -0.10430 -0.10474 1.08409
C -0.45269 1.24082 0.85416
C -1.42233 1.33583 -0.21398
C -2.16499 2.59737 -0.59782
C -2.78846 2.48712 -1.98731
C -1.21084 3.79522 -0.56858
C -3.27343 2.79151 0.44645
C 0.74635 -0.51311 2.29412
C 2.13717 -1.06220 1.95258
C 0.96554 0.70834 3.20238
C -0.03952 -1.53831 3.12797
C -0.81534 -2.38035 -0.28660
C -1.89394 -3.04487 0.58128
C -1.20941 -2.59067 -1.75982
C 0.53859 -3.06849 -0.09891
H -2.35723 -0.24830 -1.42337
H -0.07185 2.08282 1.40388
H -2.03192 2.33767 -2.75442
H -3.32737 3.40853 -2.21296
H -3.50734 1.66735 -2.04635
H -0.37472 3.64850 -1.25615
H -0.81249 3.97441 0.43122
H -1.74189 4.69691 -0.87623
H -3.97611 1.95644 0.42979
H -3.82675 3.70795 0.23436
H -2.85873 2.87011 1.45350
H 2.76826 -0.27981 1.53491
H 2.11652 -1.88923 1.24664
H 2.60223 -1.41551 2.87493
H 1.58397 1.46627 2.71977
H 1.49354 0.38375 4.09905
H 0.02253 1.16204 3.51299
H -0.11507 -2.50575 2.64168
H -1.04799 -1.17996 3.34523
H 0.47500 -1.69012 4.07797
H -2.86804 -2.58552 0.40077
H -1.67813 -2.97261 1.64579
H -1.96739 -4.10226 0.32054
H -2.22926 -2.27092 -1.97076
H -1.15448 -3.65561 -1.98724
H -0.53435 -2.06611 -2.43603
H 0.86149 -3.10173 0.93715
H 1.31474 -2.57182 -0.68539
H 0.46559 -4.09919 -0.44807
N 2.43766 0.27883 -0.91392
C 3.59198 0.18822 -1.04878
C 4.94749 0.01879 -1.14938
C 5.77098 1.12137 -1.49748
N 6.44036 2.01722 -1.77428
C 5.48506 -1.26804 -0.88131
N 5.92122 -2.31260 -0.66494
F 0.78547 1.87917 -3.16161
C 0.28941 0.56693 -3.08853
F -0.88934 0.53778 -3.75880
H 0.99817 -0.07115 -3.62654
```

## Properties
E_LUMO (spin up / spin down), Eh: -0.045 / -0.070
HOMO (spin up / spin down), eV: -8.13 / -8.21
ΔE to the lowest compared entry with this formula, charge and spin, kcal/mol: 0.0
⟨S²⟩: 0.76
Frontier orbital gap (spin up / spin down), eV: 6.90 / 6.32
Total charge: 0
Molecular weight, Da: 475.57
Multiplicity: 2

Record 2
The following is a quantum chemistry calculation of a structure of composition C22H30F2N3Ru, from OMol25.

```
58
C22H30F2N3Ru (the ωB97M-V functional and the def2-TZVPD basis)
Ru 1.00270 0.41626 -0.34737
C 0.42246 0.20153 1.73178
C -0.20122 -0.84878 0.99947
C -1.14276 -0.22740 0.06277
C -0.95499 1.17070 0.21150
C -0.01132 1.45955 1.25374
C 0.36402 2.84040 1.76846
C -0.77558 3.81863 1.46289
C 1.64869 3.35683 1.11466
C 0.56588 2.76247 3.28563
C -2.20585 -0.76938 -0.91334
C -1.61184 -1.04210 -2.30136
C -3.30501 0.29918 -1.07328
C -2.91837 -2.02857 -0.41466
C 0.17984 -2.31489 1.22759
C -0.89137 -3.02222 2.07178
C 1.48417 -2.41032 2.03530
C 0.42400 -3.04136 -0.10071
H 1.13459 0.05794 2.52555
H -1.47344 1.92119 -0.35890
H -0.87846 3.98986 0.38993
H -0.56391 4.78167 1.92890
H -1.73130 3.45840 1.84867
H 1.58655 3.33786 0.02443
H 2.51737 2.77094 1.41346
H 1.81700 4.39098 1.42201
H -0.32690 2.38714 3.78952
H 0.78549 3.75600 3.67931
H 1.40502 2.11461 3.54421
H -1.23669 -0.12537 -2.75285
H -2.38246 -1.45080 -2.95717
H -0.79174 -1.75959 -2.26176
H -2.95469 1.17454 -1.62009
H -3.69634 0.62253 -0.10683
H -4.12939 -0.12313 -1.64830
H -2.27091 -2.89757 -0.36007
H -3.71460 -2.26886 -1.12021
H -3.38043 -1.86877 0.56162
H -1.00220 -2.52477 3.03776
H -0.57274 -4.04869 2.26267
H -1.86500 -3.05768 1.59736
H 1.38583 -1.97436 3.03020
H 2.32236 -1.94209 1.51993
H 1.73080 -3.46369 2.16839
H -0.48074 -3.18292 -0.68548
H 0.84402 -4.02803 0.10122
H 1.14701 -2.50532 -0.72058
N 1.10979 0.86220 -2.32636
C 1.36218 0.50986 -3.41298
C 1.65005 0.13144 -4.69368
C 0.59968 -0.44026 -5.46020
N -0.28338 -0.89137 -6.04786
C 2.95941 0.30735 -5.21171
N 4.02329 0.45788 -5.62637
F 3.71215 1.32310 -0.33486
C 2.96273 0.29419 0.16349
F 3.31310 -0.83909 -0.56678
H 3.29345 0.12218 1.18960
```

## Properties
E_LUMO (spin up / spin down), Eh: -0.045 / -0.067
HOMO (spin up / spin down), eV: -8.18 / -8.19
ΔE to the lowest compared entry with this formula, charge and spin, kcal/mol: 2.2
⟨S²⟩: 0.76
Frontier orbital gap (spin up / spin down), eV: 6.95 / 6.35
Total charge: 0
Molecular weight, Da: 475.57
Multiplicity: 2

Record 3
The following is a quantum chemistry calculation of a structure of composition C22H30F5N2OP2RhS in a non-equilibrium geometry, from OMol25.

```
64
C22H30F5N2OP2RhS (the ωB97M-V functional and the def2-TZVPD basis)
Rh 1.37273 -0.02923 0.62764
C 1.58953 -1.86343 3.99144
P 2.03303 -0.49583 2.87134
C 1.88953 0.98587 3.94344
C 3.87013 -0.68783 2.76734
C 4.52213 0.38357 1.90234
P 3.72103 0.54457 0.24174
C 4.49173 -0.81153 -0.70556
C 4.53003 2.03717 -0.42506
H 0.55353 -1.77033 4.31324
H 2.24123 -1.82103 4.86644
H 1.72713 -2.82013 3.49064
H 0.84353 1.20777 4.14944
H 2.35263 1.84567 3.46094
H 2.40203 0.79257 4.88534
H 4.08383 -1.68523 2.37534
H 4.26603 -0.64443 3.78574
H 5.57783 0.15487 1.73034
H 4.47273 1.35957 2.39264
H 5.57493 -0.68593 -0.70086
H 4.14093 -0.79303 -1.73656
H 4.22723 -1.77313 -0.26476
H 5.61073 1.88987 -0.39736
H 4.27523 2.90677 0.17454
H 4.21633 2.21717 -1.44966
F -1.79727 -6.37763 -0.85286
C -1.02377 -5.31153 -0.86446
C 0.15813 -5.32383 -1.61466
F 0.51223 -6.41633 -2.26396
C 0.93393 -4.17323 -1.69226
F 2.04213 -4.15923 -2.41986
C 0.56083 -3.01313 -0.99456
S 1.38313 -1.51423 -1.23336
C -0.58177 -3.05073 -0.18476
F -0.87037 -1.92223 0.50574
C -1.39277 -4.17233 -0.13396
F -2.51577 -4.17033 0.57134
C -4.13347 -0.56513 -1.28716
C -4.25997 0.86477 -0.75166
N -4.02277 1.85317 -1.77326
C -5.00887 2.01887 -2.81486
C -4.50497 1.57217 -4.18806
C -2.98077 2.72977 -1.78296
O -2.86557 3.60237 -2.61426
C -1.95167 2.64747 -0.68616
C -1.79197 3.77037 0.12424
C -0.75627 3.79777 1.04294
C 0.09913 2.71057 1.10304
N -0.04477 1.64087 0.31954
C -1.04227 1.60087 -0.56356
H -4.29217 -1.27413 -0.47866
H -3.14877 -0.74033 -1.71356
H -4.87547 -0.75833 -2.05606
H -3.56987 1.02137 0.08004
H -5.28137 0.99767 -0.37746
H -5.23427 3.09027 -2.88966
H -5.90877 1.47417 -2.53226
H -3.63157 2.14827 -4.47806
H -5.28867 1.75297 -4.91566
H -4.25877 0.51347 -4.18446
H -2.46587 4.60847 0.02204
H -0.60007 4.65227 1.68374
H 0.93013 2.70657 1.79884
H -1.10497 0.72357 -1.19916
```

## Properties
E_LUMO (spin up / spin down), Eh: -0.325 / -0.321
HOMO (spin up / spin down), eV: -13.61 / -13.61
ΔE to the lowest compared entry with this formula, charge and spin, kcal/mol: 66.2
Frontier orbital gap (spin up / spin down), eV: 4.76 / 4.88
Total charge: +2
Molecular weight, Da: 630.41

Record 4
The following is a quantum chemistry calculation of a structure of composition C22H30Ge2PdS2 in a non-equilibrium geometry, from OMol25.

```
57
C22H30Ge2PdS2 (the ωB97M-V functional and the def2-TZVPD basis)
Pd 0.36883 1.42816 -1.34521
S 0.27044 1.09562 -3.62951
C -1.37838 1.66092 -3.46819
C -2.37723 1.06295 -4.23688
C -3.66840 1.54099 -4.20705
C -3.99115 2.63408 -3.40726
C -3.02292 3.23957 -2.63311
C -1.70873 2.75963 -2.63815
S -0.47510 3.56010 -1.68952
H -2.10357 0.22694 -4.86137
H -4.42603 1.07502 -4.81888
H -5.00675 3.00283 -3.39194
H -3.25841 4.09442 -2.01272
C 1.80253 3.76171 2.73188
C 1.14329 3.45673 1.39974
Ge 1.59033 1.62570 0.63466
C 3.40485 1.47686 -0.26829
C 4.62013 1.33880 0.63812
C 1.31415 0.17100 1.93045
C 0.63976 -0.90378 1.50371
Ge 0.07362 -0.70728 -0.43269
C -1.92995 -0.43357 -0.79470
C -2.96227 -1.37760 -0.20197
C 0.88919 -1.99640 -1.79285
C 0.59303 -3.47286 -1.61451
C 0.31044 -2.06667 2.31569
C -0.50447 -3.06464 1.78738
C -0.87311 -4.16196 2.54136
C -0.43128 -4.28428 3.84919
C 0.38807 -3.30465 4.38815
C 0.75584 -2.20846 3.63351
H 1.53171 4.75917 3.07982
H 2.88529 3.71133 2.65427
H 1.48220 3.04293 3.48199
H 1.43070 4.18818 0.64261
H 0.05636 3.50569 1.50473
H 3.49175 2.35373 -0.92071
H 3.32846 0.59340 -0.91641
H 4.69777 2.17957 1.32566
H 5.53619 1.29814 0.04953
H 4.54595 0.42227 1.22060
H 1.68113 0.25465 2.94393
H -2.01110 -0.43102 -1.88967
H -2.13299 0.59759 -0.45231
H -2.85656 -2.37810 -0.61600
H -3.96585 -1.02377 -0.43407
H -2.86088 -1.43317 0.87946
H 1.96783 -1.82602 -1.77640
H 0.51399 -1.64078 -2.75618
H 1.00267 -3.83222 -0.67434
H 1.04201 -4.04550 -2.42407
H -0.47796 -3.66113 -1.62779
H -0.84219 -2.95530 0.76626
H -1.50791 -4.91912 2.10372
H -0.72363 -5.13492 4.44698
H 0.74141 -3.39585 5.40514
H 1.39685 -1.45971 4.07422
```

## Properties
E_LUMO (spin up / spin down), Eh: -0.087 / -0.088
HOMO (spin up / spin down), eV: -7.86 / -7.89
ΔE to the lowest compared entry with this formula, charge and spin, kcal/mol: 8.1
Frontier orbital gap (spin up / spin down), eV: 5.50 / 5.49
Total charge: 0
Molecular weight, Da: 610.26